# 1
{
  "formula": "C15H26N6O3",
  "method": "ωB97M-V with the def2-TZVPD basis set",
  "homo_energy_ev": -8.519,
  "gap_ha": 0.341,
  "max_force_ev_per_a": 5.0,
  "smiles": "CNC(=O)[C@@H](CCCCN)NC(=O)[C@@H](Cc1c[nH]cn1)NC(C)=O",
  "total_charge": 0,
  "species": ["O", "O", "O", "N", "C", "C", "C", "C", "C", "C", "N", "N", "N", "N", "N", "C", "C", "C", "C", "C", "C", "C", "C", "C", "H", "H", "H", "H", "H", "H", "H", "H", "H", "H", "H", "H", "H", "H", "H", "H", "H", "H", "H", "H", "H", "H", "H", "H", "H", "H"],
  "xyz": [[4.2730, -1.5383, -3.0236], [1.2632, -2.1053, 1.1548], [-0.5782, 1.7982, 0.5396], [2.5145, 1.3458, 1.8784], [3.9593, -2.4498, -2.2987], [1.2500, -1.4493, 0.1625], [-0.8706, 0.9124, 1.3605], [2.2841, 2.6407, 1.9308], [3.0561, 2.2104, -0.1246], [2.9423, 1.0274, 0.5458], [2.4346, 3.1756, 0.6619], [-1.1583, 1.0510, 2.6844], [-5.7675, 1.8922, -2.0251], [3.0393, -2.4502, -1.3400], [0.1608, -0.7628, -0.1512], [4.6629, -3.7759, -2.6947], [-1.2514, 0.0392, 3.6992], [-4.4966, 1.5322, -1.2825], [-4.7472, 0.3759, -0.2627], [-3.5521, 0.0126, 0.6174], [3.4427, -0.2551, -0.1356], [-2.2715, -0.4479, -0.2316], [2.4426, -1.2596, -0.8475], [-1.0555, -0.5311, 0.7007], [2.0046, 3.2101, 2.7978], [3.5198, 2.4133, -1.1256], [2.3653, 4.1589, 0.3517], [-1.4868, 1.9496, 2.8876], [-5.7081, 1.3378, -2.8652], [-5.7451, 2.8034, -2.3719], [3.1153, -3.1712, -0.6423], [0.3169, -0.1523, -0.9727], [4.2813, -4.5916, -1.9208], [4.4181, -4.1405, -3.6740], [5.7107, -3.7748, -2.6223], [-0.2601, -0.3486, 3.6624], [-1.8788, -0.8363, 3.4162], [-1.6292, 0.4290, 4.6561], [-3.8001, 1.2923, -2.0835], [-4.1603, 2.3495, -0.7421], [-5.0363, -0.4430, -0.8752], [-5.5880, 0.5659, 0.4370], [-3.8463, -0.9001, 1.1180], [-3.2152, 0.8498, 1.1872], [3.8657, -0.8786, 0.6365], [4.2217, 0.0736, -0.8940], [-2.4297, -1.4436, -0.5868], [-2.0138, 0.3495, -0.9464], [2.0429, -0.7050, -1.6529], [-1.0410, -1.3857, 1.3070]],
  "nbo_charge": [-0.62, -0.64, -0.64, -0.47, 0.68, 0.69, 0.70, 0.18, -0.09, 0.07, -0.53, -0.62, -0.83, -0.60, -0.60, -0.68, -0.42, -0.22, -0.40, -0.40, -0.43, -0.39, -0.11, -0.14, 0.20, 0.22, 0.42, 0.40, 0.34, 0.35, 0.41, 0.40, 0.18, 0.24, 0.23, 0.23, 0.19, 0.22, 0.17, 0.18, 0.19, 0.21, 0.21, 0.20, 0.22, 0.24, 0.21, 0.22, 0.20, 0.23]
}

# 2
{
  "formula": "C40H72GeN3OP2Sc",
  "method": "ωB97M-V with the def2-TZVPD basis set",
  "homo_energy_ev": -19.021,
  "gap_ha": 0.254,
  "max_force_ev_per_a": 1.0,
  "total_charge": 4,
  "species": ["Sc", "C", "C", "C", "C", "C", "C", "H", "H", "H", "H", "H", "H", "C", "C", "C", "C", "Ge", "C", "C", "C", "C", "H", "H", "H", "H", "H", "H", "H", "H", "H", "H", "H", "H", "H", "H", "H", "H", "H", "H", "H", "O", "P", "N", "C", "C", "C", "C", "N", "C", "C", "C", "C", "N", "C", "C", "C", "C", "H", "H", "H", "H", "H", "H", "H", "H", "H", "H", "H", "H", "H", "H", "H", "H", "H", "H", "H", "H", "H", "H", "H", "H", "C", "C", "C", "C", "P", "C", "C", "C", "C", "C", "C", "C", "C", "C", "C", "H", "H", "H", "H", "H", "H", "H", "H", "H", "H", "H", "H", "H", "H", "H", "H", "H", "H", "H", "H", "H", "H", "H"],
  "xyz": [[-0.5630, 1.2927, -1.2384], [-3.4779, -1.4203, -1.5976], [-2.3511, -1.3212, -2.4151], [-1.9718, -0.0835, -2.9276], [-2.7200, 1.0659, -2.5989], [-3.8435, 0.9559, -1.7791], [-4.2221, -0.2907, -1.2837], [-3.8038, -2.3908, -1.2457], [-1.8105, -2.2134, -2.7069], [-1.2078, -0.0243, -3.7006], [-2.5294, 2.0024, -3.1187], [-4.4516, 1.8290, -1.5775], [-5.1205, -0.3802, -0.6869], [-2.6358, -7.3133, 5.0556], [-2.5206, -6.3808, 3.8594], [-1.1983, -6.4969, 3.1056], [-1.0695, -5.3557, 2.0988], [-1.1975, -3.6873, 3.0407], [-0.6328, -3.1152, 4.7901], [-1.7071, -3.4883, 5.8143], [-3.0570, -2.8946, 5.4246], [-4.1855, -3.2888, 6.3641], [-3.6087, -7.2265, 5.5372], [-1.8629, -7.1084, 5.7993], [-2.5198, -8.3491, 4.7341], [-2.6262, -5.3258, 4.2104], [-3.3518, -6.5439, 3.1685], [-1.1535, -7.4530, 2.5810], [-0.3592, -6.4884, 3.8069], [-1.8860, -5.3502, 1.3736], [-0.1197, -5.3371, 1.5535], [-1.5789, -2.5490, 2.0908], [-0.5107, -2.0358, 4.6868], [0.3364, -3.5738, 4.9978], [-1.3907, -3.1274, 6.7951], [-1.7971, -4.5722, 5.9010], [-3.3031, -3.2395, 4.3927], [-2.9727, -1.8045, 5.3660], [-4.2480, -4.3723, 6.4749], [-5.1487, -2.9283, 6.0060], [-4.0196, -2.8591, 7.3528], [0.3166, 2.1746, -2.6790], [1.4393, 1.7525, -3.7209], [0.6966, 1.1170, -5.0086], [-0.1948, 2.0241, -5.8190], [-0.1215, 1.4520, -7.2358], [1.2759, 0.8381, -7.3032], [1.4066, 0.1733, -5.9400], [2.2474, 0.5668, -2.9188], [1.5773, -0.7185, -2.6698], [2.6807, -1.6061, -2.1088], [3.8966, -1.1587, -2.9280], [3.7277, 0.3555, -3.0505], [2.3461, 3.0228, -4.0096], [3.2124, 3.1855, -5.2140], [4.3124, 4.0969, -4.6921], [3.5324, 5.0789, -3.8148], [2.4826, 4.2094, -3.1071], [0.1813, 3.0490, -5.7853], [-1.2083, 2.0183, -5.4180], [-0.2920, 2.2209, -7.9859], [-0.8762, 0.6757, -7.3709], [2.0311, 1.6162, -7.4283], [1.3889, 0.1210, -8.1133], [2.4368, -0.0039, -5.6300], [0.8776, -0.7816, -5.9386], [1.1415, -1.1454, -3.5761], [0.7300, -0.6164, -1.9424], [2.4541, -2.6631, -2.2328], [2.8443, -1.3987, -1.0485], [3.8868, -1.6344, -3.9094], [4.8349, -1.4170, -2.4423], [4.1040, 0.7385, -3.9969], [4.2382, 0.8842, -2.2466], [2.6498, 3.6824, -6.0066], [3.5679, 2.2259, -5.5888], [4.8529, 4.5862, -5.4987], [5.0241, 3.5251, -4.0930], [3.0420, 5.8261, -4.4386], [4.1659, 5.6010, -3.1013], [1.5272, 4.7202, -2.9964], [2.8280, 3.8888, -2.1227], [1.6349, 3.7589, 2.3866], [1.0837, 3.1017, 1.1200], [2.2389, 2.4067, 0.3831], [0.4238, 4.1455, 0.2097], [-0.1674, 1.7371, 1.3936], [0.6914, 0.4677, 2.3778], [1.1277, -0.7385, 1.8118], [1.9097, -1.6297, 2.5402], [2.2567, -1.3307, 3.8517], [1.7774, -0.1735, 4.4471], [0.9967, 0.7150, 3.7195], [-1.7498, 2.2315, 2.2447], [-2.6871, 2.7076, 1.1213], [-1.5900, 3.3350, 3.2907], [-2.3345, 0.9651, 2.8782], [2.5107, 4.3543, 2.1159], [1.9659, 3.0255, 3.1177], [0.9200, 4.4314, 2.8535], [2.9600, 3.1592, 0.0580], [1.9269, 1.8563, -0.5194], [2.7632, 1.7044, 1.0308], [1.1683, 4.8657, -0.1354], [-0.3547, 4.7073, 0.7235], [-0.0215, 3.7108, -0.7007], [0.8813, -0.9696, 0.7784], [2.2778, -2.5393, 2.0796], [2.8971, -2.0020, 4.4102], [2.0269, 0.0532, 5.4757], [0.6619, 1.6225, 4.2044], [-2.2992, 3.5799, 0.5902], [-3.6548, 2.9960, 1.5380], [-2.8835, 1.8996, 0.4031], [-1.3548, 4.2996, 2.8420], [-0.8360, 3.1053, 4.0418], [-2.5419, 3.4464, 3.8154], [-2.3299, 0.1145, 2.1877], [-3.3706, 1.1640, 3.1610], [-1.7919, 0.6762, 3.7793]],
  "nbo_charge": [2.05, -0.15, -0.16, -0.38, -0.36, -0.16, -0.16, 0.26, 0.25, 0.27, 0.27, 0.27, 0.27, -0.62, -0.36, -0.43, -0.87, 1.63, -0.86, -0.42, -0.37, -0.61, 0.24, 0.21, 0.24, 0.15, 0.22, 0.26, 0.22, 0.26, 0.27, -0.22, 0.25, 0.27, 0.25, 0.23, 0.16, 0.21, 0.22, 0.23, 0.24, -1.24, 2.51, -0.84, -0.21, -0.42, -0.41, -0.21, -0.84, -0.16, -0.40, -0.42, -0.20, -0.85, -0.21, -0.41, -0.42, -0.19, 0.21, 0.20, 0.26, 0.22, 0.21, 0.26, 0.21, 0.21, 0.22, 0.08, 0.25, 0.21, 0.23, 0.26, 0.22, 0.22, 0.21, 0.21, 0.26, 0.21, 0.23, 0.25, 0.21, 0.19, -0.63, -0.29, -0.61, -0.59, 0.71, -0.41, -0.13, -0.26, -0.16, -0.18, -0.19, -0.30, -0.61, -0.62, -0.61, 0.25, 0.23, 0.24, 0.25, 0.16, 0.25, 0.26, 0.24, 0.15, 0.18, 0.24, 0.25, 0.26, 0.23, 0.23, 0.27, 0.18, 0.23, 0.22, 0.26, 0.20, 0.25, 0.23]
}

# 3
{
  "formula": "C2H5Cl2NO2P",
  "method": "ωB97M-V with the def2-TZVPD basis set",
  "homo_energy_ev": -5.330,
  "gap_ha": 0.322,
  "max_force_ev_per_a": 3.2,
  "smiles": "CC[P@@](=O)([O-])N(Cl)Cl",
  "total_charge": -1,
  "species": ["C", "C", "N", "O", "O", "P", "Cl", "Cl", "H", "H", "H", "H", "H"],
  "xyz": [[-1.8711, 0.2980, 0.2888], [-0.6749, -0.6414, 0.0257], [1.9163, -0.3573, 0.5026], [1.0478, 0.4001, -1.8905], [0.5831, 1.8606, 0.1532], [0.7336, 0.5432, -0.4312], [2.1280, -1.9157, -0.2132], [3.4982, 0.4558, 0.5177], [-1.4255, 0.8903, 1.0633], [-2.0242, 1.0618, -0.6416], [-2.8693, -0.2525, 0.6267], [-0.7106, -1.1436, -0.9325], [-0.3314, -1.1993, 0.9310]],
  "nbo_charge": [-0.63, -0.80, -0.75, -1.17, -1.15, 2.27, 0.09, 0.06, 0.23, 0.21, 0.18, 0.23, 0.23]
}

# 4
{
  "formula": "C35H55N4OP2STc",
  "method": "ωB97M-V with the def2-TZVPD basis set",
  "homo_energy_ev": [-16.156, -16.773],
  "spin_multiplicity": 4,
  "gap_ha": [0.268, 0.208],
  "max_force_ev_per_a": 6.4,
  "total_charge": 3,
  "species": ["C", "C", "C", "C", "C", "H", "H", "H", "N", "P", "P", "C", "H", "H", "C", "H", "C", "C", "C", "C", "C", "H", "H", "H", "C", "H", "H", "H", "C", "H", "H", "H", "C", "H", "H", "H", "C", "H", "H", "H", "C", "H", "H", "H", "C", "H", "H", "H", "C", "H", "H", "H", "C", "H", "H", "H", "C", "H", "H", "H", "C", "H", "H", "H", "C", "H", "H", "H", "Tc", "C", "O", "N", "C", "C", "C", "C", "C", "H", "C", "H", "C", "H", "H", "H", "S", "C", "N", "C", "C", "C", "N", "H", "H", "H", "H", "H", "H", "H", "H"],
  "xyz": [[-1.5160, -1.4667, -2.2726], [0.6297, -2.2475, -1.7633], [-1.6052, -2.3212, -3.3662], [0.5048, -3.2702, -2.7335], [-0.6133, -3.2944, -3.5401], [-2.4576, -2.2089, -4.0328], [1.3498, -3.9431, -2.8642], [-0.7319, -4.0497, -4.3149], [-0.5082, -1.5774, -1.3837], [-2.5693, -0.1464, -0.1610], [2.3219, -0.5978, -0.1109], [-2.5288, -0.3780, -2.0012], [-2.2337, 0.5598, -2.4972], [-3.5025, -0.6448, -2.4246], [1.8864, -1.7949, -1.3240], [2.7183, -2.4135, -1.6817], [3.6949, 0.1776, -1.3210], [3.3035, -1.2895, 1.4459], [-3.3991, 1.5515, -0.0384], [-3.7142, -1.6181, 0.2929], [3.6569, 1.6768, -1.0157], [3.9140, 1.8930, 0.0299], [4.3860, 2.1963, -1.6561], [2.6676, 2.1027, -1.2130], [5.1065, -0.3947, -1.1374], [5.5470, -0.2507, -0.1494], [5.1392, -1.4630, -1.3872], [5.7732, 0.1143, -1.8526], [3.3854, -0.1133, -2.7999], [3.9584, 0.5857, -3.4261], [3.6962, -1.1254, -3.0856], [2.3257, -0.0048, -3.0557], [4.1145, -0.1180, 2.0254], [3.4536, 0.7333, 2.2528], [4.5931, -0.4422, 2.9626], [4.9080, 0.2480, 1.3694], [2.3631, -1.7596, 2.5573], [1.7564, -0.9394, 2.9637], [1.7124, -2.5804, 2.2386], [2.9820, -2.1383, 3.3883], [4.1317, -2.5131, 1.0582], [4.9222, -2.3115, 0.3340], [4.6145, -2.9027, 1.9678], [3.4821, -3.3009, 0.6566], [-4.1977, -1.4038, 1.7337], [-4.7977, -2.2783, 2.0298], [-3.3570, -1.3313, 2.4378], [-4.8376, -0.5181, 1.8366], [-2.9484, -2.9525, 0.2183], [-2.6415, -3.1898, -0.8060], [-2.0693, -2.9790, 0.8666], [-3.6320, -3.7494, 0.5495], [-4.9104, -1.7793, -0.6592], [-5.5494, -2.5810, -0.2594], [-5.5295, -0.8841, -0.7499], [-4.5971, -2.0972, -1.6609], [-2.6353, 2.5821, -0.8874], [-2.7222, 2.3824, -1.9618], [-3.0809, 3.5723, -0.7031], [-1.5729, 2.6283, -0.6236], [-3.3740, 2.0230, 1.4219], [-2.3467, 2.2269, 1.7547], [-3.9473, 2.9606, 1.4886], [-3.8360, 1.3019, 2.1077], [-4.8409, 1.4711, -0.5517], [-4.8924, 1.0896, -1.5801], [-5.4887, 0.8751, 0.1023], [-5.2558, 2.4900, -0.5667], [-0.2633, -0.2485, 0.3573], [-0.6461, -1.3183, 1.8848], [-0.8692, -1.9614, 2.8496], [0.1873, 0.9922, -1.1476], [0.7232, 0.9877, -2.2319], [0.7673, 1.9434, -3.3265], [0.5391, 3.2843, -2.9673], [1.0077, 1.5945, -4.6718], [0.5388, 4.2776, -3.9411], [0.3607, 3.5474, -1.9192], [1.0409, 2.6019, -5.6371], [1.1730, 0.5460, -4.9269], [0.8077, 3.9329, -5.2697], [0.3301, 5.3087, -3.6560], [1.2443, 2.3394, -6.6769], [0.8395, 4.7124, -6.0287], [0.2886, 1.4961, 1.7743], [0.1861, 1.1092, 3.4998], [-0.9990, 0.9092, 4.0762], [-1.1501, 0.3896, 5.4371], [0.0172, 0.8289, 6.2887], [1.3390, 0.5627, 5.6107], [1.3008, 1.0862, 4.2426], [-1.8062, 0.8979, 3.4588], [-1.2151, -0.7066, 5.4035], [-2.0951, 0.7714, 5.8280], [-0.0139, 0.3028, 7.2445], [-0.0734, 1.8965, 6.5028], [1.5496, -0.5152, 5.5827], [2.1642, 1.0532, 6.1311], [2.1682, 1.2999, 3.7572]],
  "lowdin_spin": [0.04, 0.02, 0.14, 0.14, 0.01, 0.01, 0.00, 0.00, 0.10, 0.02, 0.07, 0.00, 0.00, 0.00, 0.40, 0.01, 0.04, 0.03, 0.02, 0.00, 0.00, 0.00, 0.00, 0.00, 0.01, 0.00, 0.00, 0.00, 0.02, 0.00, 0.00, 0.01, 0.00, 0.00, 0.00, 0.00, 0.00, 0.00, 0.00, 0.00, 0.00, 0.00, 0.00, 0.00, 0.00, 0.00, 0.00, 0.00, 0.00, 0.00, 0.00, 0.00, 0.00, 0.00, 0.00, 0.00, 0.00, 0.00, 0.00, 0.00, 0.00, 0.00, 0.00, 0.00, 0.00, 0.00, 0.00, 0.00, 1.48, 0.04, 0.06, 0.00, 0.03, 0.00, 0.01, 0.00, 0.00, 0.00, 0.00, 0.00, 0.01, 0.00, 0.00, 0.00, 0.20, 0.04, 0.01, 0.00, 0.00, 0.00, 0.01, 0.00, 0.00, 0.00, 0.00, 0.00, 0.00, 0.00, 0.00]
}